1.
C6H8BrNO2S | ωB97M-V/def2-TZVPD

XYZ file:
```
19
Properties=species:S:1:pos:R:3
C -1.31136 0.55793 0.76338
C -2.60764 0.01746 1.26899
C -1.81562 1.10761 -0.64256
C 2.75036 -1.01467 -1.21579
C 1.22948 0.27324 0.13851
C 0.02391 -0.37899 0.80016
N -3.18501 1.24922 -0.76163
O -0.97206 1.46591 -1.41941
O 2.26283 -0.55147 0.08577
S -3.92442 0.57799 0.47225
Br -0.19179 -1.98001 -0.25211
H -0.94331 1.42109 1.43278
H -2.67996 -0.59755 2.16814
H 2.43356 -0.32984 -2.01565
H 2.27117 -1.96538 -1.23377
H 3.88448 -0.98255 -1.15495
H 1.53516 1.25626 0.77110
H 1.04338 0.56905 -0.96533
H 0.19685 -0.69531 1.76012
```

The calculation puts the HOMO-LUMO gap (alpha / beta) at 7.82 / 7.82 eV. The relative energy (zero: lowest compared OMol25 entry of this formula, charge and spin) is 414.40 kJ/mol. The value obtained for the highest occupied orbital energy (alpha / beta) is -9.123 / -9.123 eV. For the energy, the calculation gives -3410.74308 Eh. The largest force on an atom comes out at 4.43 eV/A.

Here are the natural (NBO) charges for atoms 1 to 8, given in e: atom 1 (C): -0.416, atom 2 (C): -0.403, atom 3 (C): 0.646, atom 4 (C): -0.253, atom 5 (C): -0.082, atom 6 (C): -0.218, atom 7 (N): -0.815, atom 8 (O): -0.563

=====

2.
C6H8Cl2 | ωB97M-V/def2-TZVPD

XYZ file:
```
16
Properties=species:S:1:pos:R:3
C -1.30733 2.07145 0.02087
C -0.33595 1.23948 0.78482
C 0.82629 0.81243 0.31144
Cl 1.38820 1.20059 -1.26952
Cl 2.01620 0.11048 1.34331
H -1.13890 3.11484 0.28301
H -1.16319 1.96462 -1.04909
H -2.32972 1.81943 0.28629
H -0.57781 1.00736 1.80992
C 1.87193 -1.88559 -1.12631
C 0.84349 -1.76461 -0.52360
C -0.46947 -1.92816 0.07306
H 2.79990 -1.83199 -1.61490
H -0.39819 -1.90807 1.16003
H -0.88434 -2.88746 -0.23567
H -1.14112 -1.13481 -0.25365
```

The calculation puts the HOMO-LUMO gap at 9.86 eV. The relative energy (zero: lowest compared OMol25 entry of this formula, charge and spin) is 184.57 kJ/mol. The value obtained for the highest occupied orbital energy is -9.094 eV. For the energy, the calculation gives -1153.69781 Eh. As for the SMILES: CC=C(Cl)Cl.C#CC. The largest force on an atom comes out at 1.55 eV/A.

Here are the natural (NBO) charges for atoms 1 to 8, given in e: atom 1 (C): -0.647, atom 2 (C): -0.221, atom 3 (C): -0.102, atom 4 (Cl): 0.031, atom 5 (Cl): 0.038, atom 6 (H): 0.230, atom 7 (H): 0.231, atom 8 (H): 0.221

=====

3.
C6H8Cl2NO2P | ωB97M-V/def2-TZVPD

XYZ file:
```
20
Properties=species:S:1:pos:R:3
C 2.51767 1.46934 -0.06449
C -0.36534 0.76794 -0.07471
C -2.36616 -0.85366 -1.87904
C 1.87540 0.64898 2.15092
C -2.35824 -0.45160 -0.38387
C 1.98723 0.40783 0.68336
N 2.90669 2.42268 -0.56445
O -0.57564 1.88424 -0.36236
O -0.97311 -0.31386 0.11630
P 2.40605 -1.20492 0.00944
Cl 0.95399 -2.34931 0.92082
Cl 1.63001 -0.97009 -1.83540
H -1.93069 -0.15174 -2.57883
H -1.69114 -1.81701 -1.92519
H -3.44375 -1.16754 -2.01950
H 2.75895 0.49857 2.60040
H 1.57550 1.66091 2.37036
H 1.02208 0.23141 2.65551
H -2.99944 -1.15105 0.40269
H -2.93008 0.43888 -0.22195
```

The calculation puts the HOMO-LUMO gap (alpha / beta) at 7.68 / 7.38 eV. The relative energy (zero: lowest compared OMol25 entry of this formula, charge and spin) is 232.83 kJ/mol. The value obtained for the highest occupied orbital energy (alpha / beta) is -8.357 / -8.338 eV. For the energy, the calculation gives -1700.30918 Eh. The largest force on an atom comes out at 3.84 eV/A.

Here are the natural (NBO) charges for atoms 1 to 8, given in e: atom 1 (C): 0.217, atom 2 (C): 0.936, atom 3 (C): -0.650, atom 4 (C): -0.640, atom 5 (C): -0.090, atom 6 (C): -0.579, atom 7 (N): -0.304, atom 8 (O): -0.507

=====

4.
C6H8Cl2OSSi | ωB97M-V/def2-TZVPD

XYZ file:
```
19
Properties=species:S:1:pos:R:3
C 1.68383 0.19431 3.65538
C 1.34612 -0.78848 2.67204
C 0.71608 1.11995 3.82224
C 0.03402 -0.67332 2.16810
C -1.73301 1.90759 -0.94031
C -0.24688 1.46248 -0.76458
O 0.06968 0.15240 -1.10357
Si -0.86407 -1.69456 1.03628
S -0.66772 0.77276 2.85958
Cl -2.79546 -1.48625 0.64255
Cl -0.11746 -3.55430 1.21992
H 2.73452 0.22310 3.95914
H 2.17999 -1.48822 2.37591
H 0.61780 2.01837 4.49034
H -2.18369 1.13741 -1.53874
H -2.05496 2.10211 0.01315
H -1.98592 2.71803 -1.55036
H 0.12407 1.55813 0.22763
H 0.38562 2.09095 -1.56545
```

The calculation puts the HOMO-LUMO gap (alpha / beta) at 6.28 / 6.28 eV. The relative energy (zero: lowest compared OMol25 entry of this formula, charge and spin) is 454.31 kJ/mol. The value obtained for the highest occupied orbital energy (alpha / beta) is -7.545 / -7.538 eV. For the energy, the calculation gives -1916.66774 Eh. The largest force on an atom comes out at 3.52 eV/A.

Here are the natural (NBO) charges for atoms 1 to 8, given in e: atom 1 (C): -0.279, atom 2 (C): -0.161, atom 3 (C): -0.381, atom 4 (C): -0.865, atom 5 (C): -0.669, atom 6 (C): -0.062, atom 7 (O): -0.739, atom 8 (Si): 1.584

=====

5.
C6H8ClN | ωB97M-V/def2-TZVPD

XYZ file:
```
16
Properties=species:S:1:pos:R:3
C 2.01856 -0.65487 -1.25202
C 1.01510 -1.10359 -0.21429
C 1.33687 -0.75929 1.22520
C 0.23988 -0.01106 0.57019
C 0.56611 1.36260 0.21987
N 0.90960 2.44353 -0.08065
C -1.22534 -0.28616 0.86472
Cl -2.22341 -0.11547 -0.54599
H 2.76274 -1.40520 -1.44834
H 1.54597 -0.42534 -2.20179
H 2.55724 0.20771 -0.86214
H 0.51785 -2.07268 -0.37814
H 1.12320 -1.53804 1.96730
H 2.17282 -0.16810 1.45595
H -1.33311 -1.33100 1.15759
H -1.62296 0.30519 1.67396
```

The calculation puts the HOMO-LUMO gap at 11.36 eV. The relative energy (zero: lowest compared OMol25 entry of this formula, charge and spin) is 36.06 kJ/mol. The value obtained for the highest occupied orbital energy is -10.585 eV. For the energy, the calculation gives -748.33434 Eh. As for the SMILES: C[C@H]1C[C@]1(C#N)CCl. The largest force on an atom comes out at 2.88 eV/A.

Here are the natural (NBO) charges for atoms 1 to 8, given in e: atom 1 (C): -0.614, atom 2 (C): -0.174, atom 3 (C): -0.387, atom 4 (C): -0.205, atom 5 (C): 0.294, atom 6 (N): -0.315, atom 7 (C): -0.365, atom 8 (Cl): -0.026

=====

6.
C6H8ClN3 | ωB97M-V/def2-TZVPD

XYZ file:
```
18
Properties=species:S:1:pos:R:3
C 0.41878 1.65836 -0.77673
C -0.87599 1.99901 -0.99807
C 0.43989 0.64383 0.22998
C -0.89748 0.39828 0.55829
C 1.33549 -2.19771 -0.54501
C 1.56422 -0.02791 0.74975
N 0.21669 -2.18411 -1.03063
N -1.67242 1.23783 -0.17305
N -1.44822 -0.53424 1.40935
Cl 3.13655 0.50752 0.32611
H 1.28205 2.07913 -1.25059
H -1.30173 2.72367 -1.66056
H 2.20816 -2.83413 -0.58024
H 1.52753 -0.57243 1.67800
H -0.15599 -2.90307 -1.65598
H -2.67774 1.24136 -0.16882
H -0.78460 -0.96278 2.03374
H -2.31521 -0.27262 1.85444
```

The calculation puts the HOMO-LUMO gap (alpha / beta) at 7.50 / 7.00 eV. The relative energy (zero: lowest compared OMol25 entry of this formula, charge and spin) is 59.53 kJ/mol. The value obtained for the highest occupied orbital energy (alpha / beta) is -6.741 / -6.180 eV. For the energy, the calculation gives -857.76253 Eh. The largest force on an atom comes out at 2.01 eV/A.

Here are the natural (NBO) charges for atoms 1 to 8, given in e: atom 1 (C): -0.263, atom 2 (C): -0.083, atom 3 (C): -0.265, atom 4 (C): 0.380, atom 5 (C): 0.121, atom 6 (C): -0.214, atom 7 (N): -0.665, atom 8 (N): -0.528

=====

7.
C6H8ClN3S | ωB97M-V/def2-TZVPD

XYZ file:
```
19
Properties=species:S:1:pos:R:3
C -1.22032 -0.05022 0.93540
C -0.87303 1.00371 -1.28542
C 0.10631 -0.58696 1.06032
C 0.45099 1.16159 -1.32870
C -1.68024 0.67118 -0.11450
C 1.24170 -0.11041 0.54575
N 1.29814 1.12720 -0.22100
N 1.97368 -2.57667 1.27571
N -2.98039 1.11426 -0.15400
S 2.73571 -1.30418 0.91609
Cl 3.35464 -1.34419 -1.21022
H -1.91501 -0.32673 1.71814
H -1.42274 1.14976 -2.20482
H 0.18486 -1.50044 1.63462
H 0.92250 1.41431 -2.27280
H 2.25695 1.34316 -0.46381
H 2.55605 -3.28587 1.70107
H -3.62240 0.72303 0.51349
H -3.36740 1.37749 -1.04531
```

The calculation puts the HOMO-LUMO gap at 7.29 eV. The relative energy (zero: lowest compared OMol25 entry of this formula, charge and spin) is 0.00 kJ/mol. The value obtained for the highest occupied orbital energy is -7.371 eV. For the energy, the calculation gives -1255.98369 Eh. The largest force on an atom comes out at 2.15 eV/A.

Here are the natural (NBO) charges for atoms 1 to 8, given in e: atom 1 (C): -0.351, atom 2 (C): -0.319, atom 3 (C): -0.226, atom 4 (C): 0.072, atom 5 (C): 0.219, atom 6 (C): -0.005, atom 7 (N): -0.647, atom 8 (N): -1.032

=====

8.
C6H8ClO6P | ωB97M-V/def2-TZVPD

XYZ file:
```
22
Properties=species:S:1:pos:R:3
C -2.48052 0.88936 1.31165
O -1.15525 1.35482 1.08980
P -0.08267 0.33871 0.50158
O -0.14938 -1.04247 0.97669
O -0.26615 0.50044 -1.08305
C 0.20181 -0.52490 -1.94734
C 1.43525 1.22172 0.91393
C 1.75061 2.51271 1.01911
Cl 0.74706 3.85034 0.91020
C 3.23142 2.62711 1.26682
O 3.88727 3.60324 1.44073
O 3.72222 1.36795 1.27555
C 2.69231 0.41563 1.03419
O 2.89457 -0.26587 -0.14708
H -3.08219 1.02034 0.41083
H -2.89400 1.48766 2.12290
H -2.46974 -0.16609 1.59162
H -0.41793 -0.48862 -2.84258
H 0.10890 -1.49704 -1.46073
H 1.24702 -0.34968 -2.20325
H 2.66055 -0.26715 1.89883
H 3.69282 -0.80687 -0.08560
```

The calculation puts the HOMO-LUMO gap at 10.12 eV. The relative energy (zero: lowest compared OMol25 entry of this formula, charge and spin) is 0.00 kJ/mol. The value obtained for the highest occupied orbital energy is -10.457 eV. For the energy, the calculation gives -1486.49766 Eh. As for the SMILES: COP(=O)(OC)C1=C(Cl)C(=O)O[C@@H]1O. The largest force on an atom comes out at 1.13 eV/A.

Here are the natural (NBO) charges for atoms 1 to 8, given in e: atom 1 (C): -0.258, atom 2 (O): -0.804, atom 3 (P): 2.394, atom 4 (O): -1.083, atom 5 (O): -0.806, atom 6 (C): -0.256, atom 7 (C): -0.440, atom 8 (C): -0.102

=====

9.
C6H8F2IN2 | ωB97M-V/def2-TZVPD

XYZ file:
```
19
Properties=species:S:1:pos:R:3
C 1.17151 -1.14129 -0.89591
C 1.90425 0.16722 -0.79260
C -1.54753 0.47605 0.71158
C -0.73054 -2.45905 0.02186
C 0.67399 1.16704 -0.24622
C -1.85820 1.86446 0.92416
N -0.00820 -1.09562 -0.25346
N -0.40730 0.32839 0.07837
F -2.25178 2.36570 -0.18262
F -0.71345 2.46543 1.47537
I 3.52858 -0.24420 0.66865
H 1.61229 -2.08144 -1.16663
H -0.54715 -2.62227 1.09433
H -1.69537 -2.29270 -0.37122
H -0.24803 -3.25857 -0.67467
H 2.51444 0.86560 -1.54375
H 0.59312 1.72742 -1.12041
H 0.79992 1.80120 0.66446
H -2.79055 1.96665 1.60872
```

The calculation puts the HOMO-LUMO gap at 7.97 eV. The relative energy (zero: lowest compared OMol25 entry of this formula, charge and spin) is 448.46 kJ/mol. Its net charge is +1. The value obtained for the highest occupied orbital energy is -13.463 eV. For the energy, the calculation gives -839.90155 Eh. The largest force on an atom comes out at 5.10 eV/A.

Here are the natural (NBO) charges for atoms 1 to 8, given in e: atom 1 (C): 0.194, atom 2 (C): -0.417, atom 3 (C): 0.126, atom 4 (C): -0.389, atom 5 (C): -0.282, atom 6 (C): 0.459, atom 7 (N): -0.109, atom 8 (N): -0.213

=====

10.
C6H8F3NO3 | ωB97M-V/def2-TZVPD

XYZ file:
```
21
Properties=species:S:1:pos:R:3
O -1.07121 -3.09767 1.14735
C -0.20347 -2.54117 0.27243
O 0.78418 -3.43917 -0.34793
N -0.33146 -1.05221 0.03942
C -1.07590 -0.68548 -1.24534
C -1.11108 0.94614 -1.40749
O -0.63656 1.70099 -0.23797
C 0.69442 1.26403 0.21203
C 0.82090 1.64745 1.83456
F 1.07244 3.12366 2.02905
F -0.38727 1.26719 2.60217
F 1.99056 0.97101 2.48808
C 1.01612 -0.32125 -0.05269
H -0.84694 -0.64893 0.87807
H -0.45864 -1.20409 -2.12149
H -2.16871 -1.11016 -1.25021
H -0.59553 1.25721 -2.42913
H -2.26026 1.23976 -1.54470
H 1.57953 1.87538 -0.30483
H 1.84161 -0.78649 0.63419
H 1.34729 -0.40620 -1.19558
```

The calculation puts the HOMO-LUMO gap at 8.94 eV. The relative energy (zero: lowest compared OMol25 entry of this formula, charge and spin) is 421.82 kJ/mol. The value obtained for the highest occupied orbital energy is -8.991 eV. For the energy, the calculation gives -813.28880 Eh. As for the SMILES: O=C([O-])[N@@H+]1CCO[C@@H](C(F)(F)F)C1. The largest force on an atom comes out at 10.84 eV/A.

Here are the natural (NBO) charges for atoms 1 to 8, given in e: atom 1 (O): -0.643, atom 2 (C): 0.775, atom 3 (O): -0.708, atom 4 (N): -0.473, atom 5 (C): -0.261, atom 6 (C): -0.113, atom 7 (O): -0.512, atom 8 (C): 0.013

=====

11.
C6H8F5N2O | ωB97M-V/def2-TZVPD

XYZ file:
```
22
Properties=species:S:1:pos:R:3
C 0.92849 -0.58473 1.73635
C -0.98919 0.15985 0.50990
C 0.93515 -1.10917 -0.59454
C -0.08921 0.10065 -0.74312
C 0.56658 -2.27420 4.55714
C -0.21891 -3.33146 4.01946
N -0.36055 -0.31988 1.70309
N 1.60751 -0.84727 0.62576
O 0.61927 1.29186 -0.72469
F -0.10388 -1.13119 4.79094
F 1.60043 -2.45672 5.30132
F 0.55464 -4.35227 3.81936
F -0.74499 -2.88764 2.78082
F -1.33170 -3.70401 4.67813
H -1.43031 1.13337 0.68653
H -2.01548 -0.31436 0.26401
H 0.40272 -2.17979 -0.57671
H 1.73673 -1.12739 -1.34782
H -0.79955 -0.10894 -1.68433
H -0.96172 -0.27996 2.53679
H 2.55376 -0.50504 0.58453
H 1.30039 1.41246 -1.46016
```

The calculation puts the HOMO-LUMO gap (alpha / beta) at 10.07 / 6.48 eV. The relative energy (zero: lowest compared OMol25 entry of this formula, charge and spin) is 386.73 kJ/mol. Its net charge is +1. The value obtained for the highest occupied orbital energy (alpha / beta) is -14.218 / -12.968 eV. For the energy, the calculation gives -917.09330 Eh. The largest force on an atom comes out at 3.62 eV/A.

Here are the natural (NBO) charges for atoms 1 to 8, given in e: atom 1 (C): 0.639, atom 2 (C): -0.284, atom 3 (C): -0.272, atom 4 (C): 0.085, atom 5 (C): 0.644, atom 6 (C): 0.850, atom 7 (N): -0.544, atom 8 (N): -0.566

=====

12.
C6H8FO2 | ωB97M-V/def2-TZVPD

XYZ file:
```
17
Properties=species:S:1:pos:R:3
C -0.38253 -2.20469 -1.39720
C 0.08850 -1.08637 -0.79146
C -0.12653 -0.64551 2.07631
C 1.01937 1.71438 -0.14507
C -0.45204 1.31860 0.09279
C -0.71241 -0.16877 0.02018
O -0.44122 0.32825 2.63377
O 0.35380 -1.71358 2.29098
F -2.11588 -0.44990 -0.24548
H 0.21409 -2.74101 -2.07457
H -1.34899 -2.65425 -1.15702
H 1.09431 -0.73805 -1.04282
H 1.80545 1.06495 0.38924
H 1.40398 1.45949 -1.12704
H 1.18049 2.90605 -0.02503
H -0.90741 1.96532 -0.64403
H -0.67297 1.64511 1.14645
```

The calculation puts the HOMO-LUMO gap at 6.87 eV. The relative energy (zero: lowest compared OMol25 entry of this formula, charge and spin) is 0.00 kJ/mol. Its net charge is -1. The value obtained for the highest occupied orbital energy is -2.864 eV. For the energy, the calculation gives -483.74746 Eh. The largest force on an atom comes out at 3.98 eV/A.

Here are the natural (NBO) charges for atoms 1 to 8, given in e: atom 1 (C): -0.508, atom 2 (C): -0.214, atom 3 (C): 0.898, atom 4 (C): -0.601, atom 5 (C): -0.483, atom 6 (C): 0.128, atom 7 (O): -0.678, atom 8 (O): -0.680